Model P:
{"formula": "C7H12N3", "method": "ωB97M-V/def2-TZVPD", "orbital_gap_ev": 7.700, "homo_energy_ev": -12.67, "charge": 1, "multiplicity": 1, "elements": ["C", "C", "C", "C", "C", "C", "C", "N", "N", "N", "H", "H", "H", "H", "H", "H", "H", "H", "H", "H", "H", "H"], "xyz": [[2.56826, -1.32823, -0.11491], [1.26482, -1.60584, -0.34572], [2.97781, 0.02341, 0.14923], [2.00460, 1.01394, 0.22015], [0.30146, -0.47714, -0.34670], [-0.18208, 1.90258, -0.09827], [-2.84730, -0.10367, 0.61644], [0.68445, 0.80677, -0.12539], [-2.15258, -0.14082, -0.61047], [-0.95262, -0.81376, -0.59336], [3.40743, -2.03528, -0.28634], [0.95282, -2.65739, -0.31381], [3.97194, 0.14486, 0.50850], [2.13149, 1.96613, 0.51755], [0.12041, 2.58350, 0.70066], [-0.00832, 2.44735, -1.03525], [-1.18459, 1.59203, 0.12475], [-3.75110, 0.59762, 0.55772], [-3.40311, -1.01242, 0.90651], [-2.14072, 0.15176, 1.49220], [-2.50549, -0.51833, -1.40412], [-1.25755, -2.53707, -0.51936]]}

=====

Model Q:
{"formula": "C7H12N3", "method": "ωB97M-V/def2-TZVPD", "orbital_gap_ev": 10.021, "homo_energy_ev": -13.54, "charge": 1, "multiplicity": 1, "elements": ["C", "C", "C", "N", "C", "N", "C", "C", "C", "N", "H", "H", "H", "H", "H", "H", "H", "H", "H", "H", "H", "H"], "xyz": [[-0.05301, -2.34382, 0.19318], [0.06566, -1.10149, -0.25570], [-1.04397, -0.36584, -0.97769], [-1.21184, 1.00934, -0.48909], [-1.87000, 1.07813, 0.81631], [1.27506, -0.38179, -0.13168], [2.52243, -0.81578, 0.11526], [3.35846, 0.28419, 0.12542], [2.54307, 1.38369, -0.12321], [1.29791, 0.94843, -0.27572], [-0.97556, -2.88220, 0.07788], [0.74852, -2.86897, 0.67891], [-0.79010, -0.31771, -2.04244], [-1.96545, -0.95042, -0.87829], [-1.75496, 1.54622, -1.16043], [-2.90180, 0.71757, 0.77732], [-1.31750, 0.46994, 1.53061], [-1.87347, 2.11083, 1.15820], [2.76599, -1.85071, 0.24945], [4.41569, 0.28551, 0.29439], [2.79464, 2.42354, -0.20308], [0.29260, 1.36086, -0.40908]]}

=====

Which of them is least stable? Easy: model P.

=====

Model P:
{"formula": "C16H17N", "method": "ωB97M-V/def2-TZVPD", "orbital_gap_ev": 8.684, "homo_energy_ev": -7.91, "multiplicity": 1, "elements": ["C", "C", "C", "N", "C", "C", "C", "C", "C", "C", "H", "H", "H", "H", "H", "H", "H", "H", "H", "C", "C", "C", "C", "C", "C", "C", "H", "H", "H", "H", "H", "H", "H", "H"], "xyz": [[3.43153, 2.40038, -0.37271], [2.40862, 1.64347, -1.16726], [2.49400, 0.44726, -1.78384], [1.27429, 0.10525, -2.35160], [0.39272, 1.10947, -2.07706], [-0.94850, 1.13989, -2.42998], [-1.63400, 2.29665, -2.10083], [-1.01697, 3.30273, -1.35518], [0.30153, 3.23336, -0.96301], [1.03273, 2.09325, -1.28855], [3.73061, 1.89678, 0.55246], [3.05472, 3.38153, -0.06521], [4.38450, 2.57879, -0.86695], [3.37669, -0.15717, -1.91282], [1.02094, -0.86383, -2.48311], [-1.44716, 0.30006, -2.89414], [-2.69893, 2.39465, -2.26957], [-1.59978, 4.16155, -1.05024], [0.69389, 4.02611, -0.34224], [-0.44894, -4.40538, 1.42552], [-0.99956, -3.01037, 1.63993], [-0.25268, -1.90134, 1.24520], [-0.73123, -0.62076, 1.51745], [-1.87131, -0.45152, 2.26832], [-2.67523, -1.55150, 2.54330], [-2.25032, -2.83693, 2.21991], [0.17045, -4.47535, 0.53544], [-1.24668, -5.14936, 1.35173], [0.13526, -4.69596, 2.29804], [0.75430, -2.02559, 0.85971], [-0.11213, 0.23982, 1.29073], [-2.24717, 0.53075, 2.51783], [-3.61165, -1.43289, 3.07241], [-2.86455, -3.70380, 2.43633]]}

=====

Model Q:
{"formula": "C16H17N", "method": "ωB97M-V/def2-TZVPD", "orbital_gap_ev": 8.195, "homo_energy_ev": -7.55, "multiplicity": 1, "elements": ["C", "C", "C", "N", "C", "C", "C", "C", "C", "C", "H", "H", "H", "H", "H", "H", "H", "H", "H", "C", "C", "C", "C", "C", "C", "C", "H", "H", "H", "H", "H", "H", "H", "H"], "xyz": [[2.53700, -1.73249, 2.96508], [1.14603, -1.30962, 2.63435], [0.55735, -1.60651, 1.47013], [-0.73252, -1.08286, 1.48298], [-0.93180, -0.35357, 2.59302], [-1.90563, 0.40877, 3.12293], [-1.67851, 1.27261, 4.26275], [-0.57614, 1.03844, 5.07659], [0.53992, 0.27287, 4.52597], [0.28261, -0.44278, 3.34600], [2.83952, -2.49952, 2.23723], [2.78721, -2.03299, 3.89775], [3.23145, -0.92494, 2.69395], [0.96910, -2.27913, 0.72069], [-1.36901, -1.25281, 0.67533], [-2.97863, 0.16801, 2.83004], [-2.44173, 1.90482, 4.67720], [-0.61868, 1.27581, 6.09224], [1.45616, 0.30053, 5.17148], [-0.95709, 2.43810, -3.14687], [-0.22363, 1.17448, -3.69498], [0.79715, 1.10235, -4.64837], [0.95005, -0.01075, -5.40318], [0.27644, -1.12580, -4.87422], [-0.49213, -1.24160, -3.73586], [-0.84443, 0.04575, -3.16852], [-0.51846, 3.26924, -3.63295], [-0.79546, 2.45494, -2.13531], [-1.94305, 2.45067, -3.49937], [1.10841, 2.21923, -4.95068], [1.69959, 0.05338, -6.21126], [0.42515, -1.96247, -5.57157], [-0.89174, -2.09695, -3.26699], [-1.70449, 0.10480, -2.53559]]}

=====

Which of them is least stable? Easy: model Q.

=====

Model P:
{"formula": "C16H17N", "method": "ωB97M-V/def2-TZVPD", "orbital_gap_ev": 8.660, "homo_energy_ev": -7.86, "multiplicity": 1, "elements": ["C", "C", "C", "N", "C", "C", "C", "C", "C", "C", "H", "H", "H", "H", "H", "H", "H", "H", "H", "C", "C", "C", "C", "C", "C", "C", "H", "H", "H", "H", "H", "H", "H", "H"], "xyz": [[0.07309, -3.60490, -3.11456], [0.47432, -2.47761, -2.18673], [-0.19999, -1.27883, -2.17746], [0.29287, -0.40693, -1.13148], [1.30076, -1.08678, -0.59002], [2.21811, -0.55692, 0.37751], [3.15111, -1.48492, 0.85173], [3.38281, -2.75552, 0.21034], [2.62764, -3.19797, -0.90424], [1.64622, -2.39287, -1.22862], [0.37378, -3.73945, -4.17071], [-0.94870, -3.99607, -2.79128], [0.73839, -4.40985, -2.94724], [-1.03454, -0.92213, -2.70544], [-0.37233, 0.25999, -0.76138], [2.32273, 0.35326, 0.72177], [3.92021, -1.25202, 1.69787], [4.15219, -3.48019, 0.57916], [2.85598, -4.17785, -1.43144], [-2.98196, 1.62713, -0.13102], [-2.29884, 2.44234, 1.01443], [-1.71124, 1.70166, 2.03783], [-0.97075, 2.33800, 3.08165], [-0.69413, 3.66338, 2.88467], [-1.26169, 4.40103, 1.76691], [-2.15862, 3.82309, 0.91988], [-3.76537, 0.99362, 0.18352], [-2.18033, 0.84338, -0.55550], [-3.29724, 2.38964, -0.82221], [-1.89603, 0.71983, 2.17814], [-0.43484, 1.82853, 3.89604], [0.06528, 4.11767, 3.58536], [-0.89781, 5.37832, 1.61220], [-2.49108, 4.33994, 0.05032]]}

=====

Model Q:
{"formula": "C16H17N", "method": "ωB97M-V/def2-TZVPD", "orbital_gap_ev": 8.803, "homo_energy_ev": -7.94, "multiplicity": 1, "elements": ["C", "C", "C", "N", "C", "C", "C", "C", "C", "C", "H", "H", "H", "H", "H", "H", "H", "H", "H", "C", "C", "C", "C", "C", "C", "C", "H", "H", "H", "H", "H", "H", "H", "H"], "xyz": [[2.66110, 2.12916, -3.38293], [1.88171, 2.23379, -2.12012], [1.05920, 3.21662, -1.65629], [0.51877, 2.80648, -0.42656], [1.23269, 1.68846, -0.04816], [1.03342, 0.78629, 1.01785], [1.83401, -0.31425, 1.21039], [2.83142, -0.53890, 0.19347], [2.86131, 0.11669, -1.01753], [1.96446, 1.21020, -1.10914], [3.48188, 2.83632, -3.42768], [2.22553, 2.02430, -4.39449], [3.23886, 1.21392, -3.73605], [0.72842, 4.02978, -2.27900], [0.22679, 3.43838, 0.31030], [0.20690, 0.99124, 1.68474], [1.89011, -0.92978, 2.11774], [3.51801, -1.35344, 0.29746], [3.58187, -0.10467, -1.76966], [-2.08317, -2.67397, 3.33273], [-2.30435, -2.06643, 1.95294], [-3.30984, -1.11096, 1.76551], [-3.52936, -0.73345, 0.43220], [-2.93353, -1.42293, -0.62175], [-2.01175, -2.44592, -0.43174], [-1.70015, -2.74035, 0.88819], [-2.93848, -3.37611, 3.45093], [-1.88677, -1.98824, 4.16228], [-1.16255, -3.26360, 3.24643], [-3.96472, -0.70451, 2.50470], [-3.98630, 0.25621, 0.14316], [-3.01453, -1.11025, -1.67086], [-1.57074, -2.86503, -1.30849], [-0.81572, -3.41300, 0.85493]]}

=====

Which of them is least stable? Easy: model P.

=====

Model P:
{"formula": "C5H12NO", "method": "ωB97M-V/def2-TZVPD", "orbital_gap_ev": 12.431, "homo_energy_ev": -15.27, "charge": 1, "multiplicity": 1, "elements": ["C", "N", "C", "C", "C", "O", "C", "H", "H", "H", "H", "H", "H", "H", "H", "H", "H", "H", "H"], "xyz": [[-0.11712, 1.73481, 0.54116], [0.23198, 0.33469, 0.09856], [1.66989, 0.15463, 0.12240], [-0.41799, -0.05509, -1.11586], [-0.99598, -1.55612, -0.90669], [-0.46235, -1.86155, 0.38886], [-0.41544, -0.64264, 1.14731], [0.15147, 2.09095, 1.48147], [0.17770, 2.41964, -0.26144], [-1.18957, 1.68069, 0.42928], [1.86332, 0.47072, 1.19854], [1.82110, -0.88093, 0.16550], [2.38552, 0.64643, -0.46642], [0.37717, -0.23936, -1.87713], [-1.22546, 0.47951, -1.49344], [-2.05292, -1.73170, -1.10092], [-0.44369, -2.05923, -1.66585], [0.04390, -0.61302, 2.08344], [-1.40153, -0.37245, 1.23124]]}

=====

Model Q:
{"formula": "C5H12NO", "method": "ωB97M-V/def2-TZVPD", "orbital_gap_ev": 7.936, "homo_energy_ev": -13.95, "charge": 1, "multiplicity": 1, "elements": ["C", "C", "C", "C", "N", "C", "H", "H", "H", "H", "H", "H", "H", "H", "H", "H", "H", "H", "O"], "xyz": [[-2.31768, 1.30221, 1.18341], [-1.81010, 1.15369, -0.27312], [-0.74051, 0.09757, -0.29619], [0.36537, 0.33309, -1.00866], [1.60823, -0.26323, -0.66944], [2.68300, -0.23706, -1.40321], [-2.54241, 2.33707, 1.43933], [-3.22962, 0.75676, 1.41660], [-1.55915, 0.99717, 1.90672], [-2.71484, 1.06594, -0.87196], [-1.30555, 2.08909, -0.49220], [-0.81885, -0.72187, 0.40868], [0.47569, 1.24390, -1.58564], [1.63710, -0.90369, 0.12876], [3.06924, -1.15960, -1.83000], [2.81855, 0.69650, -1.94702], [1.36889, -2.34901, 1.84834], [1.32973, -3.66606, 0.99845], [1.68290, -2.77245, 1.04714]]}

=====

Which of them is least stable? Easy: model Q.

=====

Model P:
{"formula": "C3H10NO", "method": "ωB97M-V/def2-TZVPD", "orbital_gap_ev": 10.059, "homo_energy_ev": -13.63, "charge": 1, "multiplicity": 1, "elements": ["C", "N", "H", "H", "H", "H", "H", "H", "O", "C", "C", "H", "H", "H", "H"], "xyz": [[-1.68971, 2.28327, 0.73861], [-1.85037, 0.78213, 0.48464], [-1.26330, 2.67121, -0.19130], [-1.19395, 2.49758, 1.67035], [-2.72080, 2.68101, 0.82011], [-2.45811, 0.61315, -0.31749], [-0.92912, 0.38970, 0.27632], [-2.31382, 0.26968, 1.23637], [1.04971, -0.21848, -0.43286], [1.75233, -1.00232, -1.02692], [2.26891, -2.29832, -0.41668], [1.76751, -0.93879, -2.12555], [1.83782, -3.20941, -0.79717], [3.35597, -2.36212, -0.59494], [2.38692, -2.15830, 0.67652]]}

=====

Model Q:
{"formula": "C3H10NO", "method": "ωB97M-V/def2-TZVPD", "orbital_gap_ev": 7.089, "homo_energy_ev": -11.26, "charge": 1, "multiplicity": 1, "elements": ["C", "N", "H", "H", "H", "H", "H", "H", "O", "C", "C", "H", "H", "H", "H"], "xyz": [[4.27904, 0.06650, -1.07758], [5.65197, 0.11569, -1.68240], [3.50382, 0.01618, -1.83250], [4.13920, 0.90291, -0.39926], [4.21022, -0.78425, -0.40859], [5.65255, 0.55499, -2.60267], [6.24547, 0.63159, -1.02833], [6.13247, -0.78526, -1.75675], [-4.05342, -0.09429, 0.78144], [-4.98559, 0.37769, 1.37821], [-6.31304, -0.31781, 1.45877], [-4.81330, 1.14500, 2.15400], [-6.01523, -0.89606, 2.36832], [-7.14871, 0.31630, 1.72408], [-6.48544, -1.24918, 0.92326]]}

=====

Which of them is least stable? Easy: model Q.

=====

Model P:
{"formula": "C3H10NO", "method": "ωB97M-V/def2-TZVPD", "orbital_gap_ev": 11.125, "homo_energy_ev": -14.60, "charge": 1, "multiplicity": 1, "elements": ["C", "C", "C", "N", "H", "H", "H", "H", "H", "H", "H", "H", "H", "H", "O"], "xyz": [[-0.93482, -0.35167, 0.66589], [0.02818, -1.09388, -0.11460], [0.43470, -2.37357, -0.05373], [0.87439, 0.01641, -0.87851], [-1.53801, 0.33109, 0.14011], [-1.60987, -1.03388, 1.19626], [-0.32628, 0.18672, 1.52878], [1.31564, -2.72707, -0.47581], [-0.32149, -3.17565, 0.27405], [0.61409, 0.14962, -1.84777], [1.92249, -0.13061, -0.78450], [0.67179, 0.91476, -0.32443], [-1.31574, 3.13373, 0.33777], [0.10424, 3.19433, 1.02663], [-0.35074, 2.74460, 0.26164]]}

=====

Model Q:
{"formula": "C3H10NO", "method": "ωB97M-V/def2-TZVPD", "orbital_gap_ev": 6.598, "homo_energy_ev": -13.99, "charge": 1, "multiplicity": 1, "elements": ["C", "N", "H", "H", "H", "H", "C", "O", "C", "H", "H", "H", "H", "H", "H"], "xyz": [[1.88114, 0.73538, -1.17696], [2.50271, -0.11408, -1.96561], [1.89515, 0.31356, -0.24230], [0.97583, 1.27055, -1.67680], [1.82614, -0.75903, -2.33296], [3.51495, -0.24161, -1.90629], [-1.71660, -0.34421, 0.55395], [-0.41083, -0.59720, -0.02840], [-1.43558, 0.48470, 1.91451], [-2.25011, -1.33163, 0.74750], [-2.41420, -0.03841, -0.30367], [-0.33582, -1.50603, -0.43950], [-0.33199, 0.86239, 2.02756], [-1.61328, -0.09940, 2.76673], [-2.08752, 1.36503, 2.06226]]}

=====

Which of them is least stable? Easy: model Q.